Computed, not measured: a molecular structure, C4H7N3O in a non-equilibrium geometry, with the ωB97M-V functional and the def2-TZVPD basis.

Calculated values
* net charge: 0
* 2S+1: 1
* LUMO energy: 0.82 eV
* energy above the lowest of the compared OMol25 structures with the same formula, charge and spin: 7.9235 eV
* total energy: -395.857226 Eh
* HOMO level: -8.237 eV
* frontier orbital gap: 9.1 eV

Last column: Löwdin charge in e.
Cartesian coordinates (Å):
C  -0.92651  0.13622  -0.17102  -0.201
C  -1.06150  -1.39992  -0.12233  -0.008
C  0.22870  -0.84262  0.16657  -0.424
C  0.42733  0.86376  -0.71009  -0.341
H  -1.19007  1.66919  1.16534  0.036
H  -1.88832  -1.91823  0.71333  0.199
H  -1.02098  -2.18014  -0.95970  0.122
H  0.75889  -0.83512  -0.77898  0.146
H  0.44464  -0.13470  2.07392  0.164
H  2.31251  0.80820  0.21939  0.121
H  0.20472  1.38079  -2.45405  0.074
N  0.97832  -0.37962  1.16689  -0.024
N  1.33811  0.86650  0.58098  0.022
N  0.96766  1.08546  -1.82245  0.110
O  -1.57350  0.88022  0.93219  0.006

=====

Computed, not measured: 3 unconnected molecules or ions with the total composition C3H4F3NO2S2 in a non-equilibrium geometry, with the ωB97M-V functional and the def2-TZVPD basis.

Calculated values
* net charge: 0
* 2S+1: 1
* LUMO energy (alpha / beta): -0.61 / -0.76 eV
* energy above the lowest of the compared OMol25 structures with the same formula, charge and spin: 0.6980 eV
* total energy: -1417.809008 Eh
* HOMO level (alpha / beta): -8.302 / -8.415 eV
* frontier orbital gap (alpha / beta): 7.7 / 7.7 eV

Last column: Löwdin charge in e.
Cartesian coordinates (Å):
C  2.48875  0.91238  0.14414  -0.467
C  -1.61038  -0.31560  0.21313  0.040
C  -1.28375  1.09519  0.04318  -0.628
N  0.29352  -1.29903  -0.14496  -0.981
O  2.59324  0.87634  -1.01749  0.183
O  2.52680  1.03089  1.26636  0.214
F  -0.52228  1.25546  -1.23182  -0.029
F  -2.24504  1.95326  -0.01021  0.192
F  -0.43842  1.53422  0.98454  0.126
S  0.66060  -2.20519  1.23384  0.657
S  0.16052  -1.83879  -1.73103  0.681
H  -2.19626  -0.92559  -0.55385  0.108
H  -1.75653  -0.70929  1.17705  0.052
H  0.94851  -0.83187  1.72304  -0.042
H  0.38071  -0.53238  -2.09592  -0.106

=====

Computed, not measured: a molecular structure, C4H10I2N in a non-equilibrium geometry, with the ωB97M-V functional and the def2-TZVPD basis.

Calculated values
* net charge: +1
* expectation value of S²: 2.007
* 2S+1: 3
* LUMO energy (alpha / beta): -3.19 / -7.20 eV
* energy above the lowest of the compared OMol25 structures with the same formula, charge and spin: 0.0952 eV
* total energy: -808.085478 Eh
* HOMO level (alpha / beta): -9.957 / -13.103 eV
* frontier orbital gap (alpha / beta): 6.8 / 5.9 eV

Last column: Löwdin charge in e.
Cartesian coordinates (Å):
C  -0.57631  -2.14429  -0.59932  -0.083
C  1.96588  0.33658  0.92917  -0.685
C  -0.67460  -0.64717  -0.82251  -0.179
C  -0.97601  0.30821  0.11827  -0.693
N  -1.11972  1.72495  -0.38158  0.104
I  1.72957  2.40854  1.11943  0.859
I  -0.80887  0.04883  2.26238  1.060
H  -0.88909  -2.56403  -1.54496  0.081
H  0.48761  -2.46459  -0.50273  0.108
H  -1.18731  -2.50466  0.17796  0.054
H  2.46801  -0.06318  0.08657  0.007
H  1.07172  -0.28509  0.95089  -0.150
H  2.66041  0.10247  1.82538  0.046
H  -0.56367  -0.45539  -1.91956  0.128
H  -1.95603  1.83031  -0.93200  0.157
H  -0.33621  1.91281  -0.99373  0.107
H  -1.29538  2.45569  0.22635  0.079

=====

Computed, not measured: a single C5H3NO molecule in a non-equilibrium geometry, with the ωB97M-V functional and the def2-TZVPD basis.

Calculated values
* net charge: 0
* 2S+1: 1
* LUMO energy: 0.42 eV
* energy above the lowest of the compared OMol25 structures with the same formula, charge and spin: 2.1601 eV
* SMILES string: N#Cc1ccoc1
* total energy: -322.212412 Eh
* HOMO level: -9.132 eV
* frontier orbital gap: 9.6 eV

Last column: Löwdin charge in e.
Cartesian coordinates (Å):
N  2.87692  -0.17781  -1.00568  0.144
C  1.85307  -0.10715  -0.47051  -0.213
C  0.56675  0.00926  0.08025  -0.272
C  -0.35666  -1.10694  0.08753  -0.024
C  -1.55358  -0.55393  -0.02625  0.147
O  -1.33005  1.17019  0.29093  -0.002
C  -0.03927  1.21243  0.29963  -0.162
H  0.02251  -2.13174  0.21511  0.144
H  -2.59263  -0.41693  0.00224  0.090
H  0.55293  2.10263  0.52675  0.149